DFT (wB97M-V/def2-TZVPD) results for 2 unconnected molecules or ions with the total composition C4H13N3.

Structure (XYZ):
```
20
Properties=species:S:1:pos:R:3
C 2.0879 -0.0100 -0.2854
N 2.2745 0.2852 -1.6772
C 1.5696 -0.1685 -2.6808
N 0.2934 -0.8760 -2.5893
H 2.0517 0.9550 0.2545
H 3.0021 -0.5254 0.0740
H 1.2029 -0.6083 -0.0496
H 1.8782 -0.0040 -3.7314
H -0.4402 -0.3087 -3.0537
H 0.3320 -1.6962 -3.1978
C -2.0350 1.2815 1.2377
N -1.9411 -0.1293 1.5756
C -0.7484 -0.5321 2.3317
H -1.9053 1.8897 2.1568
H -1.2722 1.5843 0.4801
H -3.0521 1.4964 0.8185
H -1.9634 -0.6617 0.7339
H 0.2248 -0.5451 1.7608
H -0.9065 -1.5763 2.6487
H -0.6526 0.1495 3.1930
```

2S+1 = 1
LUMO = 0.798 eV
structure (SMILES) = C/N=C\N.CNC
electronic energy = -324.40391 hartree
E_HOMO = -8.61 eV
ΔE to the lowest compared entry with this formula, charge and spin = 186.5 kJ/mol

---

DFT (wB97M-V/def2-TZVPD) results for a molecular structure, C4H13N3.

Structure (XYZ):
```
20
Properties=species:S:1:pos:R:3
C -0.5922 0.4913 -0.1650
C -1.1939 -0.6034 -1.8993
C 1.7359 1.9657 1.2407
C -1.4757 -2.0417 -1.5506
N 0.7724 0.8923 1.1600
N 0.4588 -0.1056 -0.7630
N 0.8737 -0.0905 2.1773
H 0.6146 -1.0044 -0.3048
H 1.8500 -0.3382 2.3481
H 0.5013 0.2707 3.0580
H -0.8759 1.4780 -0.5134
H -1.2420 -0.0181 0.5445
H -0.6472 -0.4438 -2.8225
H -2.0866 0.0220 -1.9007
H 1.5764 2.5912 2.1357
H 2.7735 1.5973 1.2756
H 1.6337 2.6068 0.3613
H -0.5933 -2.6714 -1.6810
H -1.8171 -2.1418 -0.5145
H -2.2668 -2.4562 -2.1864
```

2S+1 = 1
LUMO (alpha / beta) = 0.893 / 0.893 eV
electronic energy = -324.22148 hartree
E_HOMO (alpha / beta) = -6.59 / -6.60 eV
ΔE to the lowest compared entry with this formula, charge and spin = 665.4 kJ/mol

---

DFT (wB97M-V/def2-TZVPD) results for a molecular structure, C4H13N3.

Structure (XYZ):
```
20
Properties=species:S:1:pos:R:3
C -0.2204 0.7505 0.9334
C -0.2272 -0.6000 -1.1567
C -0.8071 -0.4962 0.2531
C 0.7118 -1.7667 -1.3287
N 0.8860 0.3432 1.7552
N -1.1647 1.4563 1.7603
N 0.6632 0.8131 -1.5685
H 0.2869 1.3832 -0.1638
H -0.9954 -0.5646 -1.9285
H -1.6924 2.1485 1.2420
H 0.6485 0.4266 2.7488
H 1.6811 0.9539 1.6101
H -1.8358 0.8136 2.1820
H 1.6569 0.7840 -1.3515
H 0.1330 1.5956 -1.9419
H -0.6185 -1.4131 0.8466
H -1.8940 -0.3969 0.1595
H 0.1683 -2.6955 -1.1106
H 1.0986 -1.8352 -2.3486
H 1.5211 -1.7004 -0.5923
```

2S+1 = 1
LUMO = 1.010 eV
electronic energy = -324.37320 hartree
E_HOMO = -7.76 eV
ΔE to the lowest compared entry with this formula, charge and spin = 267.1 kJ/mol

---

DFT (wB97M-V/def2-TZVPD) results for a single C4H13N3 molecule.

Structure (XYZ):
```
20
Properties=species:S:1:pos:R:3
C -0.2581 -1.6662 -0.4015
C 0.4040 -0.3153 -0.0251
C 1.9189 -0.2814 0.0896
N 2.4122 -0.8384 1.4048
N -0.3024 0.8070 -0.5248
C -1.6634 1.0905 -0.0296
N -2.2709 2.1988 -0.5869
H -1.1809 -1.5576 -0.9429
H -0.3659 -2.3157 0.4779
H 0.4415 -2.2444 -1.0415
H 0.1512 -0.3122 1.0519
H 2.1393 -0.6090 -0.9477
H 2.1122 0.8204 0.1219
H 2.5014 -1.8024 1.1927
H 3.4633 -0.6758 1.3977
H -0.2727 1.0321 -1.5850
H -2.3541 0.1838 -0.0306
H -1.7410 1.3083 1.1005
H -3.3253 2.2080 -0.5232
H -1.8095 2.9696 -0.1983
```

2S+1 = 1
LUMO = 1.054 eV
structure (SMILES) = C[C@@H](CN)NCN
electronic energy = -324.38761 hartree
E_HOMO = -8.26 eV
ΔE to the lowest compared entry with this formula, charge and spin = 229.3 kJ/mol

---

DFT (wB97M-V/def2-TZVPD) results for a gas-phase ion, C4H13N3 (charge +2).

Structure (XYZ):
```
20
Properties=species:S:1:pos:R:3
C -0.1208 1.9876 -0.9760
N 0.4396 1.1898 0.2864
N 0.5370 -0.1820 0.1328
C 1.6632 -0.5353 -0.6451
C -0.3971 -1.1093 0.4746
C -1.6196 -0.6648 1.2748
N -0.3490 -2.3708 0.1048
H -1.2202 1.8599 -0.9922
H 0.0908 3.0364 -1.0086
H 0.3403 1.5535 -1.8497
H -0.1867 1.4813 1.0885
H 1.2833 1.6705 0.4963
H 1.2538 -0.9669 -1.6502
H 2.3941 -1.2211 -0.2341
H 2.2992 0.2954 -0.9210
H -1.6461 -1.3069 2.1959
H -1.8054 0.4527 1.3922
H -2.5661 -0.8493 0.7167
H -0.7503 -3.1509 0.7516
H 0.3498 -2.7823 -0.5678
```

2S+1 = 1
LUMO = -8.275 eV
structure (SMILES) = C[NH2+]/[N+](C)=C(\C)N
net charge = +2
electronic energy = -323.75370 hartree
E_HOMO = -19.89 eV
ΔE to the lowest compared entry with this formula, charge and spin = 365.7 kJ/mol

---

DFT (wB97M-V/def2-TZVPD) results for a molecular structure, C4H13N3O.

Structure (XYZ):
```
21
Properties=species:S:1:pos:R:3
C -1.3302 -0.8989 -0.0583
C -1.2696 1.4757 -0.9327
C -0.5046 0.4037 -0.1611
O -2.4144 -0.6833 0.8207
N -0.0992 0.7763 1.1407
H -2.0202 -0.1787 1.5548
H 0.1396 1.7637 1.1844
H -1.7429 -1.1814 -1.0312
H -0.6826 -1.7099 0.2892
H -2.2109 1.6637 -0.4168
H -0.7024 2.4087 -0.9693
H -1.4949 1.1580 -1.9554
C 1.9374 -0.9720 1.1205
N 1.7411 -1.2404 -0.2298
N 0.7659 0.0496 -1.0132
H 2.5493 -1.0140 -0.8053
H 0.5443 -0.3610 -1.9158
H 1.3095 0.9021 -1.1325
H 1.6599 -1.8229 1.7406
H 0.9342 -0.0208 1.3731
H 2.8907 -0.5181 1.3975
```

2S+1 = 1
LUMO = 0.612 eV
electronic energy = -399.55190 hartree
E_HOMO = -7.37 eV
ΔE to the lowest compared entry with this formula, charge and spin = 513.0 kJ/mol

---

DFT (wB97M-V/def2-TZVPD) results for 2 unconnected molecules or ions with the total composition C4H13N3O.

Structure (XYZ):
```
21
Properties=species:S:1:pos:R:3
H -1.4593 -2.1930 -2.1281
N -0.5008 -2.4345 -2.3510
C 0.4475 -1.6746 -1.9888
N 0.4364 -0.4709 -1.3234
C -0.7804 0.4403 -1.1304
C -0.3515 1.6900 -0.3786
C 0.4050 1.2445 0.9712
N -0.5014 0.6134 1.8930
H 1.4501 -2.0262 -2.1315
H 1.1931 0.1638 -1.5542
H -1.5737 -0.1565 -0.6757
H -1.1337 0.6184 -2.1351
H 0.3043 2.2747 -1.0092
H -1.2376 2.2316 -0.0320
H 1.0521 0.4103 0.6651
H 0.9971 2.0010 1.4589
H -0.9898 1.3118 2.4429
H -1.2145 0.0518 1.4497
O 1.1500 -1.5542 3.0293
H 0.5310 -1.6177 2.2842
H 1.7760 -0.9240 2.6438
```

2S+1 = 1
LUMO = 0.707 eV
structure (SMILES) = [H]/N=C\NCCCN.O
electronic energy = -399.67137 hartree
E_HOMO = -9.16 eV
ΔE to the lowest compared entry with this formula, charge and spin = 199.3 kJ/mol

---

DFT (wB97M-V/def2-TZVPD) results for 2 unconnected molecules or ions with the total composition C4H13N3O.

Structure (XYZ):
```
21
Properties=species:S:1:pos:R:3
C 2.1528 0.4281 -0.1476
C -1.1100 -1.0817 -1.6379
C -0.9707 -0.3539 0.8858
C -1.5431 -0.2875 -0.3818
N 2.4023 -0.8325 -0.3294
N 2.9473 1.3802 0.1832
N -1.7416 0.4358 1.9078
O -2.5024 0.6633 -0.5153
H -0.0481 -0.8395 -1.6996
H -1.3485 -2.1292 -1.3541
H 1.0602 0.6189 -0.2934
H -0.1731 -1.0604 1.2682
H -1.8209 -0.7253 -2.3418
H 1.6301 -1.4124 -0.5178
H 3.3242 -1.1725 -0.3657
H 2.7168 2.4169 0.3792
H 3.8772 1.2513 0.2861
H -2.4347 0.8088 1.1745
H -1.2678 1.3071 2.1829
H -2.1018 -0.1159 2.6269
H -3.0479 0.7006 -1.3104
```

2S+1 = 1
LUMO = -6.645 eV
net charge = +2
electronic energy = -399.06655 hartree
E_HOMO = -17.45 eV
ΔE to the lowest compared entry with this formula, charge and spin = 43.9 kJ/mol